# 1
The following is a quantum chemistry calculation of the ion C2H6NO with charge +1 in a non-equilibrium geometry, from the OMol25 dataset.

```
10
Properties=species:S:1:pos:R:3
N 0.6454 -0.0039 -1.1423
C 0.2874 0.3979 0.3606
C -0.8746 -0.2253 1.0255
O 0.4526 -0.6490 1.2226
H 0.5616 0.8362 -1.5639
H -0.2593 -0.5397 -1.3569
H 1.4530 -0.5416 -1.4704
H 0.6320 1.3970 0.5075
H -1.3123 0.2231 1.9142
H -1.5857 -0.8948 0.5032
```

Output
HOMO = -16.3 eV
E_LUMO = -3.95 eV
Charge = +1
SMILES = [NH3+][C@H]1CO1

# 2
The following is a quantum chemistry calculation of the molecule C4H6OS in a non-equilibrium geometry, from the OMol25 dataset.

```
12
Properties=species:S:1:pos:R:3
C -0.5753 0.0663 0.6317
C -0.3153 1.2322 -0.1135
C 0.8913 1.4062 -0.6434
S 2.2049 0.0390 -0.4469
C 1.1316 -1.3318 -0.5721
O 2.4694 -0.0118 0.9717
H 0.1572 -0.3004 1.3344
H -1.6450 -0.1490 0.7642
H -1.0522 1.9415 -0.5256
H 1.3053 2.2762 -1.1835
H 1.4153 -2.2350 -0.0626
H 1.1032 -1.5438 -1.6184
```

Output
HOMO (alpha / beta) = -8.4 / -8.5 eV
E_LUMO (alpha / beta) = -0.88 / -0.88 eV
SMILES = C=CC=S(=C)=O

# 3
The following is a quantum chemistry calculation of a structure of composition C5H7NO in a non-equilibrium geometry, from the OMol25 dataset.

```
14
Properties=species:S:1:pos:R:3
C 2.2808 0.0324 0.8949
N 1.1539 0.8216 0.4613
C 0.2167 0.3492 -0.2080
O 0.0590 -0.7820 -1.0437
C -1.3370 -0.4801 -1.1532
C -1.8213 -0.3095 0.2386
C -1.1658 0.8610 -0.4227
H 3.0100 -0.1149 0.0963
H 2.7809 0.5528 1.7187
H 1.9605 -0.9540 1.2561
H -1.8947 -0.9151 -1.9809
H -0.8442 -0.6825 0.8685
H -2.9207 -0.2993 0.4024
H -1.4448 1.9082 -0.4875
```

Output
HOMO = -9.5 eV
E_LUMO = 1.07 eV

# 4
The following is a quantum chemistry calculation of the molecule C3H3IO in a non-equilibrium geometry, from the OMol25 dataset.

```
8
Properties=species:S:1:pos:R:3
C 0.3376 -0.7659 -0.1431
C 1.2703 0.1348 0.1417
I 3.2782 -0.2264 -0.0188
C 1.0435 1.7157 0.2214
O 1.9239 2.5133 -0.1181
H 0.8661 -1.7394 -0.3859
H -0.6889 -0.7509 -0.1653
H 0.0693 2.1121 0.4865
```

Output
HOMO = -9.3 eV
E_LUMO = -0.07 eV
SMILES = C=C(I)C=O

# 5
The following is a quantum chemistry calculation of a structure of composition C21H14Co2N2O9 in a non-equilibrium geometry, from the OMol25 dataset.

```
48
Properties=species:S:1:pos:R:3
O 0.8479 4.8876 0.8166
C 1.1292 3.7686 0.7121
Co 1.1376 2.1191 0.0035
C 2.2803 1.9018 -1.2704
O 2.9210 1.9441 -2.2321
C 2.9363 0.3981 1.2710
O 4.0528 0.5544 0.7727
C -0.3696 0.7220 -0.1230
C -1.0069 1.4410 -1.2199
C -1.6461 2.6953 -0.9918
C -2.2129 3.3835 -2.0675
C -2.1342 2.8569 -3.3572
C -1.4692 1.6451 -3.5887
C -0.9214 0.9261 -2.5339
C 0.5953 0.0891 0.5885
C 1.8839 -0.5668 0.7328
Co -0.9879 0.0601 1.4932
C -1.3936 1.5300 2.4023
O -1.6796 2.4894 2.9839
C -0.5882 -1.2391 2.6454
O -0.4872 -2.1930 3.2883
C -2.5855 -0.6105 1.1729
O -3.6261 -1.0953 1.0278
H -1.6450 3.1265 0.0224
H -2.7176 4.3287 -1.8650
H -2.5993 3.3926 -4.1811
H -1.3956 1.2422 -4.5976
H -0.4112 -0.0309 -2.6855
H 1.8530 -1.4396 1.4034
H 2.2641 -0.9699 -0.2151
C 5.0540 3.8036 3.1870
N 4.2784 2.5898 3.3178
C 3.2309 2.4825 2.4591
O 2.9618 3.4897 1.7507
C 2.4345 1.2093 2.4429
C 2.6502 0.3155 3.6371
O 1.8215 -0.5338 3.9736
N 3.8347 0.4774 4.3154
C 4.1350 -0.4891 5.3428
C 4.5802 1.6745 4.3554
O 5.4552 1.8830 5.1813
H 5.9993 3.6495 3.6906
H 5.2239 3.9689 2.1210
H 4.5100 4.6563 3.6155
H 1.3521 1.5016 2.4532
H 5.2048 -0.4777 5.5191
H 3.6024 -0.2507 6.2675
H 3.8115 -1.4571 4.9771
```

Output
HOMO = 0.5 eV
E_LUMO = 4.54 eV
Charge = -2

# 6
The following is a quantum chemistry calculation of a structure of composition C23H52GdP4S in a non-equilibrium geometry, from the OMol25 dataset.

```
81
Properties=species:S:1:pos:R:3
Gd 0.0227 -0.1162 0.4980
P -2.1515 -0.9892 -1.3181
P -1.3194 0.6339 2.8810
P -0.3359 -2.8972 1.2984
H 2.7992 1.6695 -3.8135
C 2.8824 0.6097 -3.5401
C 2.1033 -0.3208 -4.0446
H 1.3067 -0.0897 -4.7847
C -2.7564 -0.0357 -2.7583
C -3.7231 -1.2651 -0.3990
C -1.8688 -2.6180 -2.1070
C -0.1812 1.0799 4.2515
C -2.4071 2.1074 2.8661
C -2.4024 -0.5854 3.7123
C 0.5922 -4.0839 0.2450
C -1.8676 -3.8434 1.6174
C 0.5601 -3.1549 2.8810
H 3.6619 0.3481 -2.7865
H 2.1891 -1.3837 -3.7754
H -1.9607 0.0627 -3.4976
H -3.1181 0.9511 -2.4617
H -3.5929 -0.6031 -3.2128
H -4.0030 -0.3405 0.1261
H -3.6131 -2.0784 0.3283
H -4.5094 -1.5188 -1.1273
H -0.9091 -2.5913 -2.6344
H -2.6777 -2.7922 -2.8370
H -1.8589 -3.4279 -1.3718
H -0.7698 1.2789 5.1607
H 0.3984 1.9632 3.9592
H 0.5235 0.2530 4.4205
H -2.8517 2.2298 3.8659
H -3.1954 1.9838 2.1118
H -1.8252 2.9985 2.5934
H -2.8310 -0.1110 4.6067
H -1.8349 -1.4845 3.9900
H -3.2044 -0.8953 3.0275
H 0.7584 -5.0039 0.8227
H 1.5576 -3.6534 -0.0551
H 0.0267 -4.3172 -0.6628
H -1.5973 -4.7942 2.0977
H -2.4004 -4.0409 0.6781
H -2.5244 -3.2676 2.2827
H 0.5601 -4.2316 3.0913
H 0.0596 -2.6238 3.7020
H 1.5971 -2.8007 2.8009
C 3.7333 -1.5307 0.5178
C 4.2969 -1.6529 1.8112
C 5.5338 -2.2327 2.0003
C 6.3050 -2.7025 0.9235
C 5.7569 -2.5647 -0.3699
C 4.5184 -1.9989 -0.5603
S 2.2063 -0.9458 0.1884
H 1.1154 0.7762 1.3719
H 3.7161 -1.2896 2.6691
H 5.9484 -2.3490 3.0185
H 7.2891 -3.1544 1.0776
H 6.3567 -2.9237 -1.2223
H 4.1070 -1.8943 -1.5736
C 1.7143 3.9072 -0.2732
C 0.1920 3.9072 -0.1280
P -0.6323 2.4193 -0.8349
C -2.4227 2.9344 -0.6609
C -3.0565 3.7715 -1.7689
C -0.2157 2.5462 -2.6316
C -0.0982 3.9476 -3.2243
H 2.1634 3.0251 0.2011
H 2.1150 4.7991 0.2259
H 2.0441 3.9376 -1.3199
H -0.0893 3.9401 0.9353
H -0.2477 4.7943 -0.6079
H -2.4835 3.4835 0.2917
H -2.9939 2.0001 -0.5205
H -3.0031 3.2931 -2.7564
H -4.1205 3.9184 -1.5336
H -2.6104 4.7724 -1.8371
H 0.7288 1.9935 -2.7621
H -0.9776 1.9655 -3.1717
H 0.6031 4.5849 -2.6773
H 0.2667 3.8544 -4.2554
H -1.0676 4.4576 -3.2709
```

Output
HOMO (alpha / beta) = -17.3 / -17.2 eV
Spin multiplicity = 8
E_LUMO (alpha / beta) = -12.15 / -12.10 eV
Charge = +3

# 7
The following is a quantum chemistry calculation of the molecule C3H6O2 in a non-equilibrium geometry, from the OMol25 dataset.

```
11
Properties=species:S:1:pos:R:3
O 1.0157 1.4519 -0.2984
C -0.2207 0.9928 0.2426
C 0.1600 -0.2558 1.0874
C -0.6044 -0.3517 -0.2625
O -0.1087 -0.8709 -1.5021
H 1.1245 0.8776 -1.0566
H -0.8252 1.8611 0.6261
H -0.3471 -0.8650 1.9607
H 1.2715 -0.3996 0.9134
H -1.6121 -0.7347 -0.4333
H 0.1466 -1.7058 -1.2773
```

Output
HOMO = -9.7 eV
E_LUMO = 0.86 eV
SMILES = O[C@@H]1C[C@@H]1O

# 8
The following is a quantum chemistry calculation of a cluster of 2 separate species, C5H9N3 in total in a non-equilibrium geometry, from the OMol25 dataset.

```
17
Properties=species:S:1:pos:R:3
C 3.5573 -0.2650 -0.0397
C 1.1602 0.2940 -0.1651
C -0.1843 0.0219 -0.1608
C -0.9097 1.1068 0.0031
C -2.9715 -1.3073 0.1660
H 3.7943 -0.3223 -1.0587
H 3.4749 0.8059 0.1336
H 4.1785 -0.6231 0.8123
H 1.3599 1.2962 0.1795
H -0.5039 -1.1615 0.0295
H -0.7252 2.1926 -0.0919
H -2.8226 1.5984 -0.3351
H -3.5880 -2.2050 -0.4997
H -2.4097 -1.4349 1.5655
N 2.1261 -0.6563 -0.1690
N -2.4217 0.8523 0.2800
N -3.1146 -0.1927 -0.6495
```

Output
HOMO = -8.7 eV
E_LUMO = 0.37 eV

The calculation returns the following relative energy (zero: lowest compared OMol25 entry of this formula, charge and spin) values, one per record and in order: 41.1 132.3 93.3 6.9 48.1 79.4 72.8 193.6 kcal per mole.